[1]
2 unconnected molecules or ions with the total composition C5H11O2 at a distorted geometry. Source: the OMol25 dataset; level of theory: wB97M-V/def2-TZVPD.

The geometry in ORCA input format:
```
! RIJCOSX wB97M-V def2-TZVPD def2/J DEFGRID3
* xyz -1 1
H -1.93247 -0.98709 1.07736
H -0.17873 -1.22330 -0.65377
O -0.02347 1.16338 1.56924
O 0.56145 -1.02750 1.76657
H 1.22405 1.72892 -3.50768
H -1.64321 -1.29062 2.76798
H 1.40967 1.03348 -1.23898
H 1.37387 -1.38627 -1.19878
C -1.70653 -0.49292 2.03010
H -0.13695 -1.37540 -2.29353
H -0.37170 1.05691 -1.30105
H 1.05595 0.02620 -3.83094
C 0.52714 0.60894 -1.72531
C 0.45035 -0.89930 -1.49161
C -0.22736 -0.04802 1.79902
H -0.40570 0.90678 -3.60111
H -2.30812 0.33837 2.38496
C 0.62800 0.84788 -3.24316
*
```

The calculation puts the energy above the lowest of the compared OMol25 structures with the same formula, charge and spin at 59.9 kJ/mol.

---

[2]
A molecular structure, C17H28ClHfO3P at a distorted geometry. Source: the OMol25 dataset; level of theory: wB97M-V/def2-TZVPD.

The geometry in ORCA input format:
```
! RIJCOSX wB97M-V def2-TZVPD def2/J DEFGRID3
* xyz 2 1
C 2.26765 -1.66266 0.77998
H 3.00325 0.46058 0.59973
C 1.61819 -0.33506 -1.00280
O -0.19719 -1.78082 2.20347
Cl 0.15843 0.40392 -4.43137
P 0.49786 1.03064 2.80996
C -2.50698 -0.25342 1.21742
C -0.30178 -2.67894 3.28668
O 0.71712 2.61921 3.00966
H 0.07610 -0.38128 -8.12448
C -0.83045 1.72291 -6.71100
H -1.13991 -3.35937 3.07352
H -2.79414 -2.33729 0.38415
H 0.28804 4.29375 4.10335
C 1.32831 0.28104 5.34555
C -1.77803 -0.79531 -0.91313
H 1.62890 0.43519 -1.76475
C -1.53910 0.60686 -0.70424
C 0.02564 -0.57791 -7.04511
H 0.43434 -1.96917 -2.02324
C -1.95865 0.94109 0.63320
H 2.32186 0.64569 5.04223
H -0.69699 2.71163 -6.25504
C 0.24416 0.72777 -6.29220
H 0.94892 0.85871 6.19791
H -1.84661 1.36331 -6.50901
H -0.76674 1.87488 -7.79765
H -1.95659 1.93515 1.08851
H -0.92658 2.98197 4.28719
C 0.99931 -1.63384 -1.14850
H -0.96257 -1.01324 -6.85369
H 2.43169 0.61341 -6.44566
H -1.21849 1.31110 -1.47600
H 1.39252 -0.77451 5.64016
C 1.41453 -2.45935 -0.05806
H -0.87099 3.95156 2.77754
C 1.60468 1.29604 -6.67525
H 1.22306 -3.52522 0.04700
H -1.64825 -1.32469 -1.84922
H 0.79966 -1.32373 -6.82752
C 2.38297 -0.34747 0.20810
O 0.35826 0.37224 4.26828
C -0.27688 3.52011 3.58718
Hf -0.04419 -0.58106 0.78271
H -0.49567 -2.10185 4.20900
C -2.38326 -1.32679 0.27221
H 1.62798 1.45559 -7.76248
H 1.80201 2.27336 -6.21793
H -2.99197 -0.31856 2.17974
H 0.63803 -3.24724 3.38835
H 2.79611 -2.01536 1.66580
*
```

---

[3]
3 unconnected molecules or ions with the total composition C4H5ClO2P at a distorted geometry. Source: the OMol25 dataset; level of theory: wB97M-V/def2-TZVPD.

The geometry in ORCA input format:
```
! RIJCOSX wB97M-V def2-TZVPD def2/J DEFGRID3
* xyz -1 3
C -0.77721 -0.06262 0.86688
C -0.10134 -1.27987 -1.23065
O 2.06688 1.40242 3.20885
H -0.56275 -1.96601 -3.02683
C 0.27645 -1.71395 -2.37099
H 1.23360 -1.75703 -2.73616
P 1.08336 2.26365 2.64701
Cl -1.93002 -2.71703 -4.50700
O 1.19744 3.09831 1.45628
C -0.44745 -0.66884 -0.20400
H -1.85561 0.22618 0.95900
H -0.13523 0.44915 1.53303
H -0.04812 2.72564 3.40458
*
```

Its expectation value of S² is 2.0210. The calculation puts the energy above the lowest of the compared OMol25 structures with the same formula, charge and spin at 250.9 kJ/mol.

---

[4]
C6H4O in the gas phase. Source: the OMol25 dataset; level of theory: wB97M-V/def2-TZVPD.

The geometry in ORCA input format:
```
! RIJCOSX wB97M-V def2-TZVPD def2/J DEFGRID3
* xyz 0 1
C -2.17560 -0.78966 -0.14923
H -2.96296 -0.61391 0.55103
H 0.32021 1.88149 1.17949
C 0.94116 -0.28238 -0.98571
C -1.27965 -0.98334 -0.93214
O 0.07870 -1.66664 -2.76042
H 2.05207 1.59255 1.50949
H 0.81587 0.42573 2.05224
C 1.10483 1.11923 1.25405
C -0.04401 -1.06327 -1.72324
C 1.14939 0.38021 0.00446
*
```

The calculation puts the energy above the lowest of the compared OMol25 structures with the same formula, charge and spin at 266.8 kJ/mol. As for the SMILES: C#CC(=O)C#CC.

---

[5]
2 unconnected molecules or ions with the total composition C4H13NS at a distorted geometry. Source: the OMol25 dataset; level of theory: wB97M-V/def2-TZVPD.

The geometry in ORCA input format:
```
! RIJCOSX wB97M-V def2-TZVPD def2/J DEFGRID3
* xyz 0 1
C 2.03954 -0.07113 -0.50299
H -1.83958 2.63803 0.59316
H 0.45706 -2.37315 -1.57936
C 1.06146 -1.60767 -2.09158
C -1.98117 0.61432 1.83153
H -0.35853 1.73299 0.76494
H 0.70292 -1.58791 -3.12161
H 0.79019 0.49187 -2.11240
H -1.56716 0.14096 2.68668
H -1.66435 -1.82222 1.52067
H -1.12424 2.67611 2.22463
C -1.31490 2.02534 1.29085
H 3.07680 0.06377 -0.88587
H 1.65055 0.68343 0.22733
N 0.95780 -0.31390 -1.48673
H -3.14290 0.69090 1.78772
H 2.04238 -2.00484 -1.91459
H 1.98280 -1.08318 0.09053
S -1.76867 -0.89372 0.67710
*
```

The calculation puts the energy above the lowest of the compared OMol25 structures with the same formula, charge and spin at 199.2 kJ/mol. As for the SMILES: CCS.CNC.

---

Total energy in hartree, matching the order above: -347.6269; -1739.2891; -1107.2957; -306.1099; -613.0531